No. 1
Computed, not measured: a molecular structure, C15H44Ag2N7O6, with wB97M-V/def2-TZVPD.

The HOMO energy comes out at -10.70 eV. The calculation puts the HOMO-LUMO gap at 5.22 eV. The largest force on an atom comes out at 0.08140 Eh/bohr. As for the calculated total energy: -1726.1937 hartree. The energy relative to the best compared isomer or geometry (same formula, charge and spin) comes out at 341.36 kJ/mol.

Geometry as ORCA input:
```
! RIJCOSX wB97M-V def2-TZVPD def2/J DEFGRID3
* xyz 1 1
Ag 2.674 4.124 -2.944
Ag -1.043 4.731 -3.072
O 4.444 1.286 3.510
O -3.728 0.878 2.879
O -1.626 -3.356 2.404
O 2.956 -0.050 -6.814
O 0.474 3.337 -1.723
O 3.671 0.364 -1.821
N -5.243 1.559 5.974
N 2.128 1.676 -3.633
N 3.044 -1.460 -0.698
N -2.178 -0.599 -0.031
N 3.858 1.892 1.399
N 4.713 -0.189 1.837
N 5.156 -1.377 -1.538
C 2.438 -1.366 -6.763
C -4.066 1.560 1.690
C -1.948 -2.064 1.931
C 1.795 0.772 -4.747
C 4.450 1.084 2.294
C -4.297 0.702 5.248
C 3.952 -0.785 -1.426
C -2.202 -3.702 3.664
C 0.610 1.477 -5.518
C 0.507 2.264 -0.835
C -0.424 -2.216 -0.131
C -4.796 0.674 3.781
C -1.819 -1.936 0.434
C 3.046 0.641 -5.615
C -4.282 -0.674 5.906
H -0.288 -2.137 -1.210
H 3.600 2.821 1.672
H 2.487 -1.771 -7.770
H -3.924 -0.674 6.934
H -2.159 -4.780 3.795
H -5.282 -0.286 3.556
H -5.605 1.377 3.553
H -5.001 1.801 6.925
H -2.965 -1.821 2.273
H -2.739 -0.061 0.615
H 0.360 -1.580 0.291
H 3.642 1.483 0.507
H 3.240 -2.392 -0.380
H 6.008 -0.901 -1.784
H -3.147 1.864 1.186
H -0.253 -3.255 0.166
H 1.360 1.963 -3.030
H -5.320 -1.020 5.945
H 0.192 2.247 -4.872
H 5.389 -2.239 -1.074
H -1.692 -3.166 4.464
H -1.419 -1.270 2.478
H -3.804 -1.482 5.348
H 3.829 0.113 -5.036
H -2.545 -2.540 -0.120
H 4.462 -0.451 0.900
H -4.723 2.416 1.845
H -4.498 0.845 0.980
H 2.753 1.178 -2.973
H 2.149 -0.999 -0.700
H -1.383 -0.073 -0.355
H 1.406 -0.218 -4.500
H 1.435 2.248 -0.249
H 4.809 -0.964 2.464
H -3.346 1.239 5.328
H -3.261 -3.431 3.629
H -0.362 2.266 -0.171
H 3.586 1.586 -5.726
H -5.220 2.410 5.421
H 3.027 -2.039 -6.131
H 0.535 1.259 -1.291
H 1.410 -1.460 -6.406
H 1.037 2.002 -6.373
H -0.044 0.647 -5.767
*
```

Atom charges from the Löwdin analysis, given in e for atoms 1 to 5:
1 Ag 0.789
2 Ag 0.820
3 O 0.017
4 O -0.199
5 O -0.188



No. 2
Computed, not measured: a single C4H8O molecule, with wB97M-V/def2-TZVPD.

The HOMO energy comes out at -9.86 eV. The calculation puts the HOMO-LUMO gap at 10.88 eV. The largest force on an atom comes out at 0.03255 Eh/bohr. As for the calculated total energy: -232.4291 hartree. The energy relative to the best compared isomer or geometry (same formula, charge and spin) comes out at 43.42 kJ/mol.

Geometry as ORCA input:
```
! RIJCOSX wB97M-V def2-TZVPD def2/J DEFGRID3
* xyz 0 1
O -0.784 -2.115 1.285
C -0.142 -0.831 -0.664
C 0.409 0.605 -0.634
C -0.267 1.357 0.494
C 0.093 -1.631 0.603
H -0.032 0.970 1.511
H -0.006 2.450 0.450
H 1.507 0.597 -0.425
H 0.308 -1.388 -1.460
H 0.316 1.132 -1.581
H -1.195 -0.784 -0.814
H 1.166 -1.697 0.858
H -1.371 1.335 0.378
*
```

Atom charges from the natural (NBO) analysis, given in e for atoms 1 to 5:
1 O -0.514
2 C -0.512
3 C -0.392
4 C -0.617
5 C 0.451



No. 3
Computed, not measured: a molecular structure, C20H52O20PbS6, with wB97M-V/def2-TZVPD.

The HOMO energy comes out at -6.22 eV. The calculation puts the HOMO-LUMO gap at 3.20 eV. The largest force on an atom comes out at 0.09180 Eh/bohr. As for the calculated total energy: -4879.4110 hartree. The energy relative to the best compared isomer or geometry (same formula, charge and spin) comes out at 1343.74 kJ/mol.

Geometry as ORCA input:
```
! RIJCOSX wB97M-V def2-TZVPD def2/J DEFGRID3
* xyz 0 1
Pb -1.426 -1.087 1.055
S 2.251 4.620 3.172
S -2.011 -4.036 -4.915
S -4.670 3.820 -2.011
S -1.584 -2.031 7.601
S 2.944 2.342 -3.666
S 4.925 -3.914 0.387
O 2.658 3.853 -4.236
O 1.894 5.155 4.474
O 1.718 2.010 -2.885
O -2.763 -4.881 2.192
O 2.530 5.891 2.115
O -4.481 3.791 -3.466
O 3.868 -2.894 0.398
O -3.677 3.108 -1.185
O 4.353 2.355 -3.226
O 6.033 -3.832 1.354
O -0.956 -1.536 6.306
O 5.642 -3.872 -1.115
O -4.694 5.447 -1.617
O -3.141 -5.214 -5.241
O -2.182 -3.672 -3.507
O -0.408 -2.698 8.533
O -2.307 -1.117 8.457
O -0.770 -4.543 -5.457
O -5.109 -3.131 0.931
O 1.419 3.666 2.431
C 3.609 7.804 1.302
C 2.986 1.511 -5.344
C 4.340 -5.617 0.319
C -5.505 -5.359 -5.824
C 1.352 4.317 -4.169
C 3.348 6.998 2.472
C -4.022 -5.369 1.714
C -3.691 6.743 0.129
C 7.981 -3.629 -1.514
C -4.755 5.755 -0.201
C -2.539 -3.572 7.481
C 3.902 3.901 3.217
C -4.440 -5.096 -4.726
C 1.941 -2.493 8.275
C -2.646 -2.636 -5.977
C 1.408 5.796 -4.600
C 0.708 -3.368 7.938
C -6.429 3.389 -1.563
C 6.831 -4.624 -1.470
C -5.324 -4.395 1.548
H -2.370 -2.785 -7.021
H 0.999 4.154 -3.150
H -4.702 -4.198 -4.166
H 1.755 5.751 -5.632
H -3.016 -3.792 8.436
H -5.767 -4.259 2.535
H 3.596 -5.723 -0.470
H 7.999 -3.043 -0.595
H 2.241 1.984 -5.984
H 3.874 2.854 2.918
H -3.502 6.894 1.192
H -6.606 2.443 -2.076
H 0.669 3.751 -4.802
H 3.705 -5.637 1.204
H -4.375 -6.203 2.321
H 6.755 -5.142 -2.426
H 4.499 4.478 2.511
H -3.902 7.650 -0.437
H 2.068 -2.393 9.353
H -2.035 -4.384 6.957
H 2.892 -2.932 7.975
H 0.411 6.214 -4.460
H -2.134 -1.761 -5.578
H -2.882 6.143 -0.287
H -6.411 3.205 -0.489
H 2.136 6.343 -4.000
H 2.633 8.087 0.909
H -4.585 -5.871 -3.973
H 0.553 -3.508 6.868
H 3.924 1.709 -5.863
H 4.227 6.760 3.070
H -5.557 -6.361 -6.248
H 7.131 -5.408 -0.774
H 4.160 7.274 0.525
H 2.862 7.606 3.234
H -4.542 4.837 0.347
H 8.931 -4.126 -1.711
H -3.717 -2.538 -5.796
H -7.110 4.188 -1.855
H -5.766 6.072 0.056
H 5.090 -6.405 0.390
H -6.093 -4.928 0.988
H -6.482 -5.032 -5.466
H -5.291 -4.780 -6.722
H 1.830 -1.473 7.906
H 7.903 -2.884 -2.306
H -3.932 -5.920 0.777
H 4.339 3.916 4.216
H 0.825 -4.337 8.423
H 4.146 8.710 1.585
H 2.869 0.454 -5.103
H -3.357 -3.310 6.810
*
```

Atom charges from the Löwdin analysis, given in e for atoms 1 to 5:
1 Pb 0.927
2 S 0.685
3 S 0.675
4 S 0.687
5 S 0.692